Computed, not measured: a cluster of 14 separate species, C56H84F3O41 in total in a non-equilibrium geometry, with ωB97M-V/def2-TZVPD.

## Properties
LUMO (eV): 1.120
E (eV): -151542.4704
Charge: -1

Cartesian coordinates (Å):
C -0.9717 -1.1480 0.5835
O -0.1767 -0.8176 -0.5526
O -1.7220 -0.1803 1.0175
C -1.6490 -2.4549 0.1363
F -0.7446 -3.3970 -0.2158
F -2.3595 -3.0232 1.1519
F -2.5061 -2.3598 -0.8944
C 0.7482 0.2212 -0.3279
C 1.5327 0.3175 -1.6207
H 2.1285 1.2174 -1.7627
H 2.2137 -0.5383 -1.6988
H 0.8267 0.2637 -2.4506
H 1.3727 0.1315 0.5648
H 0.2035 1.1693 -0.2359
H -0.3039 -1.5195 1.4085
C 3.7611 -0.0920 -4.8065
C 4.2582 1.0509 -5.6683
C 4.8344 2.2435 -4.8557
O 6.1227 2.4480 -5.4389
C 6.4318 1.4562 -6.2913
O 7.4691 1.3397 -6.8459
O 5.3791 0.6186 -6.4574
H 3.2658 0.2606 -3.9016
H 4.5716 -0.7578 -4.5044
H 3.0848 -0.7218 -5.3907
H 3.4855 1.4357 -6.3357
H 4.9342 1.9710 -3.8053
H 4.2174 3.1339 -4.9294
C 4.4459 5.0251 -0.9915
C 3.5530 4.2272 -0.0627
C 4.0103 2.7911 0.1158
O 3.7282 2.5244 1.4870
C 3.7127 3.7057 2.1484
O 3.6530 3.8008 3.3295
O 3.7824 4.7382 1.2846
H 4.4522 4.5621 -1.9837
H 5.4479 5.0337 -0.5741
H 4.0380 6.0209 -1.1576
H 2.4977 4.3079 -0.2983
H 5.0571 2.6554 -0.1712
H 3.4874 2.1035 -0.5463
C 3.8301 -1.3878 1.2772
C 5.0208 -1.3300 0.3422
C 4.9126 -2.2060 -0.9019
O 5.3243 -1.3127 -1.9610
C 5.4781 -0.0586 -1.4777
O 5.9170 0.8371 -2.1235
O 5.0252 0.0051 -0.2201
H 3.8267 -2.3126 1.8665
H 2.9470 -1.4442 0.6375
H 3.7877 -0.5820 2.0054
H 5.9541 -1.4994 0.8832
H 3.8933 -2.5628 -1.0458
H 5.6134 -3.0363 -0.9053
C -1.7880 -6.6119 4.4956
C -1.8061 -7.4577 3.2482
C -2.9229 -7.0939 2.2634
O -2.2995 -7.1915 0.9769
C -0.9584 -7.2497 1.1349
O -0.1696 -7.2924 0.2490
O -0.6347 -7.2246 2.4438
H -1.9519 -5.5624 4.2605
H -0.8076 -6.6793 4.9682
H -2.5580 -6.9816 5.1720
H -1.8105 -8.5287 3.4648
H -3.2931 -6.0814 2.4149
H -3.7608 -7.7883 2.2836
C 1.4764 -4.7336 2.7443
C 2.3476 -5.5272 1.8219
C 2.4201 -4.9686 0.3775
O 3.8122 -5.0981 0.0794
C 4.5236 -5.2640 1.2060
O 5.7069 -5.3068 1.2646
O 3.7044 -5.3954 2.2673
H 0.4535 -4.7061 2.3769
H 1.8087 -3.6994 2.8556
H 1.4042 -5.1690 3.7429
H 2.0091 -6.5611 1.7387
H 2.0988 -3.9244 0.3152
H 1.8304 -5.5509 -0.3256
C -1.3190 7.8434 1.3227
C -1.5220 6.3621 1.4262
C -2.2353 5.7040 0.2258
O -1.4820 4.5321 0.0110
C -0.3632 4.5197 0.7630
O 0.4585 3.6683 0.7087
O -0.2611 5.6700 1.4581
H -2.2707 8.3725 1.2352
H -0.7360 8.1135 0.4367
H -0.7853 8.2660 2.1731
H -2.0448 6.1319 2.3585
H -2.1814 6.3998 -0.6183
H -3.2748 5.4970 0.4652
C -1.1061 -2.2965 4.6041
C -1.8758 -1.0188 4.3943
C -3.2365 -1.2694 3.6982
O -4.1888 -0.9328 4.7160
C -3.5674 -0.4211 5.7974
O -4.1179 -0.0983 6.7956
O -2.2320 -0.3262 5.5915
H -0.8755 -2.7345 3.6350
H -1.7033 -3.0111 5.1807
H -0.1755 -2.1330 5.1515
H -1.3190 -0.3406 3.7513
H -3.3521 -2.2926 3.3522
H -3.2798 -0.6071 2.8322
C 0.9700 -2.6454 -3.3286
C 1.6561 -3.8650 -3.8915
C 2.2026 -3.7369 -5.3385
O 3.6130 -3.8023 -5.2342
C 3.9656 -4.1009 -3.9534
O 5.0447 -4.4365 -3.6042
O 2.9115 -3.9407 -3.1356
H -0.0898 -2.5537 -3.6033
H 1.3678 -1.7281 -3.7646
H 1.0101 -2.6965 -2.2445
H 1.1470 -4.8034 -3.6785
H 1.8924 -2.7771 -5.7468
H 1.8194 -4.5553 -5.9456
C -6.1544 1.7184 0.8625
C -4.8598 1.6301 1.6320
C -3.6949 2.5467 1.2165
O -3.2401 3.1139 2.4375
C -4.0510 2.7485 3.4646
O -3.8572 3.0551 4.5903
O -5.0902 2.0459 2.9986
H -5.9660 1.3169 -0.1370
H -6.5332 2.7314 0.7526
H -6.8473 1.0303 1.3447
H -4.5077 0.5974 1.6658
H -4.0679 3.2640 0.4764
H -2.8714 1.9848 0.7777
C -5.6987 -2.0373 1.3693
C -5.9902 -1.9697 -0.1217
C -5.5070 -3.2231 -0.8719
O -6.6924 -3.7070 -1.4983
C -7.7180 -2.8510 -1.2955
O -8.7495 -2.9045 -1.8631
O -7.3912 -1.9356 -0.3481
H -4.6251 -2.1770 1.5179
H -6.2562 -2.8595 1.8245
H -5.8955 -1.1200 1.9277
H -5.4866 -1.0619 -0.4590
H -5.0855 -3.9760 -0.2106
H -4.7532 -2.9547 -1.6088
C 1.1698 6.6560 -1.5645
C 0.4949 5.6930 -2.5263
C 0.6264 6.0557 -4.0240
O 1.1587 4.8759 -4.6131
C 1.4023 3.9410 -3.6666
O 1.8066 2.8520 -3.8965
O 1.1379 4.4233 -2.4351
H 1.3311 6.2123 -0.5855
H 0.5894 7.5769 -1.4763
H 2.1446 6.9619 -1.9545
H -0.5717 5.6797 -2.2862
H 1.2721 6.9170 -4.1911
H -0.3608 6.2502 -4.4383
C -1.8804 0.4053 -4.2413
C -2.5065 0.0785 -2.8979
C -2.9667 1.2741 -2.0552
O -4.3903 1.2538 -2.1062
C -4.8171 0.1392 -2.7406
O -5.9579 -0.1304 -2.9224
O -3.7679 -0.5941 -3.1463
H -2.2360 -0.2806 -5.0159
H -0.7950 0.3056 -4.2266
H -2.1760 1.3840 -4.6303
H -1.8119 -0.5146 -2.3079
H -2.6656 2.2291 -2.4865
H -2.5978 1.1414 -1.0361
C 0.2462 3.6595 4.6231
C 0.0127 2.1708 4.4028
C 0.5366 1.6502 3.0555
O 0.9956 0.3479 3.4244
C 1.3260 0.3494 4.7288
O 1.9476 -0.4994 5.2794
O 0.8048 1.4425 5.3378
H 1.2961 3.8643 4.4120
H 0.0422 3.8603 5.6763
H -0.4207 4.2814 4.0290
H -1.0621 1.9661 4.4552
H 1.3337 2.2969 2.6798
H -0.2032 1.6350 2.2571



Computed, not measured: a structure of composition C33H52B2Br12N3O4 in a non-equilibrium geometry, with ωB97M-V/def2-TZVPD.

## Properties
LUMO (eV): -2.526
E (eV): -889574.3648
Charge: +1

Cartesian coordinates (Å):
C 0.1766 8.4143 -0.8321
C -0.3631 6.9314 -0.5146
C -0.2230 6.4540 0.9769
C -0.6709 5.0207 1.3667
C -1.2737 4.0534 0.3246
C -1.7185 2.5260 0.6401
C -0.5359 1.6243 -0.0152
C -0.5439 0.7250 -1.2636
C -1.7686 0.4135 -2.2272
B -1.5689 0.8831 -3.7733
O -1.8788 2.2769 -4.0805
O -1.1536 -0.0164 -4.8318
N 0.8494 0.2889 -1.2663
C 1.4825 -0.5929 -2.2924
B 0.8483 -2.0924 -2.3958
O 0.6644 -2.6508 -3.7221
O 0.5527 -2.7825 -1.1656
C 1.6002 0.8148 -0.1465
C 3.1327 0.6274 0.2621
C 3.3714 0.1588 1.7860
C 3.7443 -1.3935 1.9398
C 5.1976 -1.8103 1.5270
C 5.5645 -3.3104 1.6955
C 4.5408 -4.3765 2.2401
C 3.0999 -3.8882 2.6191
C 2.6804 -2.3820 2.4786
N 0.7493 1.6621 0.6650
N 0.9853 2.3776 1.8219
C -1.4578 4.5143 -1.1786
C -0.9937 5.9695 -1.5545
H 0.2662 9.0412 0.1241
H -0.3781 8.9347 -1.6823
H 1.2658 8.2719 -1.2058
H 0.2412 7.1638 1.7420
H -0.5470 4.6697 2.4427
H -2.7277 2.2614 0.1584
H -1.7249 2.3006 1.7610
H -2.7509 0.8749 -1.8479
H -1.9414 -0.7321 -2.2379
H -1.1012 2.8346 -3.8223
H -0.2900 0.2870 -5.1999
H 2.6123 -0.6587 -2.1274
H 1.3476 -0.0490 -3.3079
H 1.5552 -2.8475 -4.1078
H -0.1913 -2.2611 -0.7619
H 3.7040 -0.0423 -0.4779
H 3.6296 1.6712 0.1667
H 4.2736 0.7529 2.1964
H 2.5041 0.3662 2.4947
H 5.9347 -1.0226 1.1185
H 6.6165 -3.6414 1.4085
H 4.8322 -5.4793 2.3748
H 2.3353 -4.6570 3.0077
H 1.6408 -1.9820 2.7400
H 1.9811 2.6009 1.9537
H 0.6295 1.7751 2.5934
H -1.9033 3.8198 -1.9619
H -1.0975 6.2924 -2.6421
Br 1.8745 -7.6733 -2.1276
C 1.3697 -5.9359 -1.4035
C 1.9907 -5.7071 -0.0481
Br 1.0518 -6.7073 1.3380
H 0.2803 -5.9009 -1.3903
H 1.7432 -5.2076 -2.1252
H 1.8985 -4.6598 0.2458
H 3.0389 -6.0022 0.0021
Br -1.1810 6.7552 -5.4439
C -1.4698 8.6767 -5.2846
C -2.3439 9.0025 -4.0983
Br -4.2169 8.6168 -4.4721
H -1.8866 9.0151 -6.2333
H -0.4736 9.1041 -5.1577
H -2.3121 10.0714 -3.8795
H -2.0778 8.4446 -3.2000
Br 0.5115 -4.0670 3.8969
C -1.0665 -5.1159 4.3536
C -2.3340 -4.3929 3.9705
Br -2.7487 -2.9702 5.2378
H -1.0022 -5.3397 5.4186
H -0.9654 -6.0426 3.7855
H -3.1900 -5.0686 4.0122
H -2.2870 -3.9347 2.9826
Br 0.4337 -11.0411 -0.5796
C 0.7094 -12.1558 -2.1545
C 2.1428 -12.6153 -2.2557
Br 3.3005 -11.1858 -2.9011
H 0.3807 -11.5753 -3.0168
H 0.0409 -13.0078 -2.0198
H 2.2398 -13.4137 -2.9934
H 2.5553 -12.9537 -1.3052
Br -0.6416 3.3645 6.0649
C -1.0882 1.4696 5.9716
C 0.1389 0.6089 6.1421
Br 1.2106 0.5750 4.5127
H -1.5985 1.3096 5.0217
H -1.7912 1.3024 6.7892
H -0.1419 -0.4310 6.3190
H 0.7943 0.9447 6.9457
Br -3.9260 4.6471 -0.8778
C -5.5232 3.6105 -0.4413
C -6.7799 4.3270 -0.8728
Br -7.2233 5.7751 0.3533
H -5.4882 3.4094 0.6300
H -5.4098 2.6714 -0.9870
H -7.6385 3.6536 -0.8393
H -6.7064 4.7644 -1.8685



Computed, not measured: a structure of composition C3H5CaLiO3 in a non-equilibrium geometry, with ωB97M-V/def2-TZVPD.

## Properties
Multiplicity: 2
LUMO (alpha / beta) (eV): -13.865 / -14.004
E (eV): -27946.8397
Charge: +3

Cartesian coordinates (Å):
H 0.3080 0.2117 0.8699
O 0.9417 0.6835 0.0977
C 1.2632 -0.6037 -0.5968
C 0.8198 -1.6127 0.4323
C -3.3419 1.0612 0.1654
O -2.2548 1.1685 -0.2419
O -4.4189 0.9474 0.5471
Ca 2.5421 1.9926 0.7925
Li -0.6613 1.6133 -1.2567
H 2.3448 -0.6477 -0.7690
H 0.6325 -0.6567 -1.4915
H 1.3096 -1.5719 1.4063
H 0.5151 -2.5854 0.0446



Computed, not measured: a structure of composition C6H19CrO8S in a non-equilibrium geometry, with ωB97M-V/def2-TZVPD.

## Properties
Multiplicity: 5
LUMO (alpha / beta) (eV): 2.696 / 2.675
E (eV): -62169.9270
Charge: -1

Cartesian coordinates (Å):
Cr 0.4807 0.1398 -0.0300
S 2.1544 0.3651 -2.1434
O 0.8752 -0.4554 -1.9371
O 3.2851 -0.5447 -2.3603
O 1.9591 1.3272 -3.2272
O 2.2690 1.0720 -0.8031
O 0.3778 0.6039 1.8883
H 1.1039 0.7265 2.5140
C -0.8744 3.9974 0.6344
C -0.0713 3.2219 -0.3968
O -0.6932 1.9668 -0.7366
H -1.6985 4.5670 0.1861
H -0.2374 4.7016 1.1717
H -1.3073 3.3157 1.3687
H 0.9050 2.9526 -0.0094
H 0.0596 3.7952 -1.3161
H -1.5816 2.1532 -1.0533
C -3.5701 -0.7583 -1.1152
C -2.1170 -1.1468 -1.2883
O -1.3765 -1.0120 -0.0733
H -4.0746 -0.7818 -2.0839
H -3.6502 0.2577 -0.7244
H -4.0868 -1.4353 -0.4321
H -1.6081 -0.5074 -2.0073
H -2.0327 -2.1727 -1.6600
H -1.6542 -1.6796 0.5585
C 2.5022 -2.8906 2.3651
C 1.2565 -2.7596 1.5179
O 1.4658 -1.9535 0.3688
H 2.3055 -3.4683 3.2721
H 2.8491 -1.8975 2.6491
H 3.3028 -3.3879 1.8117
H 0.4768 -2.2443 2.0821
H 0.8670 -3.7453 1.2235
H 2.1387 -2.3228 -0.2145



Computed, not measured: the molecule C6H10O2 in a non-equilibrium geometry, with ωB97M-V/def2-TZVPD.

## Properties
LUMO (eV): -0.529
E (eV): -10473.1443

Cartesian coordinates (Å):
C -2.4823 -0.2020 0.2371
C -1.1059 -0.3240 -0.2678
C -0.0598 -1.2752 0.0617
C 1.1235 -0.3937 0.6275
C 2.2597 -0.3402 -0.2638
C 0.1673 1.6421 -0.0149
H -2.4211 0.5583 1.0837
H -2.8362 -1.1567 0.6151
H -3.2328 0.3141 -0.5606
H -0.4550 -2.1010 0.7974
H 0.5028 -1.8318 -0.6581
H 2.4842 -1.4373 -0.4330
H 2.2327 0.2506 -1.2858
H 3.3012 0.0640 0.1509
H 0.9915 2.1226 -0.7129
H -0.4972 2.4054 0.3890
O 0.5913 0.9306 1.0581
O -0.5640 0.7742 -0.8235



Computed, not measured: a structure of composition C29H18ClIN5O6PrS in a non-equilibrium geometry, with ωB97M-V/def2-TZVPD.

## Properties
Multiplicity: 3
LUMO (alpha / beta) (eV): -0.790 / -0.783
E (eV): -95633.2777

Cartesian coordinates (Å):
Pr 0.7518 -0.2392 19.4300
O -0.6737 -4.3887 19.5888
C -0.0540 -3.3858 19.4439
O -0.4923 -2.1825 19.6418
C 1.3768 -3.4260 18.8721
C 2.0119 -4.5472 18.3308
C 3.3646 -4.5036 17.9006
C 3.9994 -3.2741 17.9633
C 3.2817 -2.1599 18.3341
N 2.0383 -2.2800 18.8573
C 3.8183 -0.7158 18.3106
O 4.9605 -0.5576 17.9728
O 2.9392 0.1234 18.7237
H 1.3137 -5.3991 18.2776
H 3.8123 -5.4183 17.6233
H 5.0137 -3.1602 17.6826
Cl 1.9544 1.0971 26.4883
C 1.6792 1.2185 24.8037
C 1.5791 2.4695 24.2517
C 1.2446 2.6216 22.9557
I 0.9720 4.6321 22.2160
C 1.1689 1.5619 22.1089
O 0.8066 1.6206 20.8733
C 1.3819 0.2367 22.6502
N 1.4447 -0.8264 21.7997
C 1.6801 -2.0281 22.2764
C 1.8490 -2.3161 23.6716
C 1.6712 -1.3042 24.5444
C 1.5694 0.0478 24.0373
H 1.7841 3.3900 24.8314
H 1.6200 -2.8879 21.6444
H 1.8906 -3.3541 23.9776
H 1.7857 -1.5720 25.5993
S -4.4876 -0.4840 20.2310
C -2.8171 -0.7148 20.0660
N -2.1551 0.2610 19.6471
C -2.9700 1.3042 19.2048
C -2.4849 2.5189 18.6976
C -3.3793 3.5324 18.4831
C -4.6444 3.4445 19.0184
C -5.1869 2.2356 19.5291
C -4.3425 1.1169 19.5580
H -2.3954 -1.6705 20.3281
H -1.4494 2.6020 18.2583
H -3.2081 4.4981 18.0630
H -5.3683 4.2397 18.9143
H -6.1874 2.0953 19.9200
N -2.0521 0.8818 12.5174
C -2.3919 -0.0335 13.3933
O -3.2483 -0.8783 13.0708
C -1.6928 -0.0670 14.7267
C -2.2030 -0.9302 15.6678
C -1.5378 -1.0162 16.8863
N -0.4422 -0.3245 17.1215
C 0.0208 0.5257 16.2299
C -0.5747 0.6950 15.0134
H -2.6482 1.1388 11.6819
H -1.4386 1.6945 12.7210
H -3.0485 -1.5923 15.4120
H -1.8940 -1.6272 17.6827
H 0.8163 1.1178 16.7160
H -0.2419 1.5067 14.4108



Computed, not measured: a cluster of 2 separate species, C3H9NO2S in total in a non-equilibrium geometry, with ωB97M-V/def2-TZVPD.

## Properties
LUMO (eV): 0.563
E (eV): -19670.9283

Cartesian coordinates (Å):
C 1.7142 -0.5143 0.3536
C -0.4870 2.1769 0.1917
C 0.3901 -1.0249 0.8423
N -1.5961 1.3155 -1.9077
O -0.6695 -0.5993 0.1572
O -0.4651 1.9575 -0.9614
S 0.6731 -2.9471 0.9891
H 1.9684 -0.8352 -0.6375
H 2.6462 -1.0456 0.8641
H 1.8559 0.6316 0.4700
H -1.3831 2.3046 0.8431
H 0.3266 -0.7687 1.8552
H -1.8625 1.8753 -2.7060
H -2.4175 1.2108 -1.2424
H -0.3691 -0.3444 -0.7112
H -0.3245 -3.3928 1.6000



Computed, not measured: a structure of composition C3H9N3O2 in a non-equilibrium geometry, with ωB97M-V/def2-TZVPD.

## Properties
LUMO (eV): 0.798
E (eV): -11821.3658

Cartesian coordinates (Å):
C 0.1464 -0.5021 1.7698
N 0.2522 0.3252 0.5587
C -1.1052 0.4805 -0.4839
N -1.5422 1.7983 -0.5961
O -1.8299 -0.4823 -0.4294
H 0.4046 1.2962 0.8179
H -0.9187 2.3735 -1.1454
H -2.4975 1.8394 -0.9243
H -0.4186 -1.3973 1.5247
H 1.1457 -0.7657 2.1118
H -0.3746 0.0613 2.5433
N 1.1315 -1.6005 -0.6523
C 1.0679 -0.1639 -0.6631
O 0.3061 0.4183 -1.6221
H 1.8854 -1.9309 -1.2398
H 0.2578 -1.9840 -0.9993
H 2.0891 0.2342 -0.5705



Computed, not measured: a cluster of 2 separate species, C9H14 in total in a non-equilibrium geometry, with ωB97M-V/def2-TZVPD.

## Properties
Multiplicity: 2
LUMO (alpha / beta) (eV): 3.639 / 3.602
E (eV): -9557.7937
Charge: -1

Cartesian coordinates (Å):
C 1.7808 -0.9810 2.3147
C 0.9491 -1.8149 3.2738
H 1.2893 0.0104 2.4098
H 2.8512 -1.0139 2.4429
H 1.5406 -1.2186 1.2627
H 1.3629 -2.8010 3.4637
H -0.0619 -1.9396 2.8952
H 0.9520 -1.2633 4.2158
C 0.4087 -1.0698 -1.0141
C -1.9362 1.8564 -0.7324
C -1.1528 0.7737 -0.3257
C -1.9138 2.3326 -2.0263
C -0.0534 0.3383 -1.1152
C -0.9420 1.7959 -2.9285
C -0.0388 0.8860 -2.4288
H -2.6065 2.3898 -0.0611
H -1.3846 0.3862 0.6624
H -2.6617 3.0721 -2.3561
H -0.7810 2.0545 -3.9702
H 1.0434 -1.2066 -0.0935
H 1.0969 -1.4634 -1.7830
H 0.7543 0.5481 -3.1305
H -0.4961 -1.6718 -0.9756



Computed, not measured: the molecule CH5N3 in a non-equilibrium geometry, with ωB97M-V/def2-TZVPD.

## Properties
SMILES: Cn1[nH][nH]1
LUMO (eV): 0.957
E (eV): -5582.8594

Cartesian coordinates (Å):
C 1.1082 -0.0323 0.3794
N -1.3704 0.7856 -0.3101
N -1.4274 -0.6109 -0.1433
N -0.5838 0.1361 0.6216
H 1.5384 0.5286 -0.4497
H 1.5771 0.3383 1.3394
H 1.0845 -1.1895 0.4839
H -0.8379 1.1123 -1.0297
H -1.0888 -1.0682 -0.8915